(1)
ORCA calculation (the ωB97M-V functional and the def2-TZVPD basis) on a structure of composition C26H38N10O12 at a distorted geometry.

Last column: Löwdin charge in e.
CARTESIAN COORDINATES (ANGSTROEM)
N (2.504, -0.611, 3.166)  -0.011
C (3.287, 0.245, 2.511)  -0.184
C (3.835, -0.024, 1.243)  -0.018
C (3.780, -1.355, 0.771)  -0.135
C (3.092, -2.271, 1.579)  -0.041
C (2.406, -1.931, 2.782)  -0.065
H (3.190, 1.168, 3.064)  0.122
H (4.246, 0.715, 0.571)  0.141
H (4.331, -1.608, -0.122)  0.132
H (3.241, -3.282, 1.230)  0.099
H (1.725, -2.489, 3.408)  0.105
N (-1.057, 5.183, 1.423)  0.060
C (-0.140, 5.819, 0.621)  -0.089
C (0.193, 5.209, -0.662)  -0.062
C (-0.206, 3.926, -0.880)  -0.047
C (-1.127, 3.259, 0.001)  -0.038
C (-1.491, 3.988, 1.143)  -0.157
H (0.204, 6.793, 0.934)  0.086
H (0.757, 5.758, -1.402)  0.089
H (0.092, 3.290, -1.700)  0.067
H (-1.379, 2.224, -0.180)  0.049
H (-2.180, 3.552, 1.851)  0.119
N (-1.094, -5.035, -3.170)  0.053
C (-0.600, -4.623, -4.394)  -0.125
C (-0.027, -3.353, -4.605)  -0.065
C (-0.081, -2.374, -3.589)  -0.039
C (-0.719, -2.787, -2.363)  -0.094
C (-1.230, -4.077, -2.187)  -0.106
H (-0.578, -5.390, -5.155)  0.094
H (0.615, -3.106, -5.437)  0.097
H (0.547, -1.497, -3.643)  0.089
H (-0.746, -2.081, -1.547)  0.008
H (-1.662, -4.318, -1.227)  0.103
N (0.891, -1.181, -0.688)  0.015
C (1.735, -0.512, 0.127)  -0.140
C (1.302, 0.406, 1.078)  0.006
C (0.000, 0.901, 1.038)  -0.127
C (-0.855, 0.284, 0.116)  -0.034
C (-0.386, -0.805, -0.720)  -0.171
H (2.752, -0.865, 0.038)  -0.015
H (2.008, 0.609, 1.870)  0.042
H (-0.344, 1.718, 1.654)  0.037
H (-1.813, 0.768, -0.009)  0.060
H (-1.093, -1.041, -1.501)  -0.045
C (-3.768, 0.219, 1.369)  0.048
N (-3.680, 1.619, 0.864)  -0.445
O (-2.661, 2.201, 0.914)  -0.095
O (-4.714, 2.084, 0.414)  0.079
H (-3.981, 0.282, 2.437)  0.110
H (-2.762, -0.097, 1.093)  0.072
H (-4.421, -0.376, 0.730)  0.123
C (1.389, 1.249, 4.629)  0.043
N (0.470, 1.955, 3.708)  -0.295
O (0.204, 3.075, 3.930)  0.178
O (0.115, 1.336, 2.692)  -0.067
H (2.213, 0.898, 4.008)  0.021
H (0.891, 0.351, 4.995)  0.090
H (1.779, 1.851, 5.450)  0.113
C (2.366, -2.881, -1.175)  -0.006
N (3.240, -1.981, -1.948)  -0.332
O (3.349, -0.791, -1.576)  -0.015
O (3.837, -2.440, -2.945)  0.075
H (1.706, -2.434, -0.432)  0.051
H (3.036, -3.669, -0.831)  0.111
H (1.665, -3.370, -1.852)  0.100
C (-0.342, -1.511, 2.592)  0.072
N (-1.346, -0.700, 3.402)  -0.318
O (-0.886, -0.044, 4.335)  0.032
O (-2.513, -0.715, 3.054)  0.024
H (0.581, -1.718, 3.135)  0.035
H (-0.215, -0.906, 1.694)  0.058
H (-0.756, -2.488, 2.343)  0.119
C (0.566, 1.007, -2.505)  0.076
N (-0.815, 1.567, -2.545)  -0.287
O (-1.042, 2.414, -3.442)  0.082
O (-1.581, 1.386, -1.584)  -0.114
H (1.092, 1.369, -3.389)  0.121
H (0.541, -0.079, -2.415)  0.058
H (1.040, 1.388, -1.601)  0.111
C (-3.421, 0.198, -2.975)  0.114
N (-2.976, -0.008, -1.550)  -0.276
O (-3.466, 0.793, -0.743)  -0.071
O (-2.238, -0.928, -1.282)  0.020
H (-4.122, -0.575, -3.290)  0.114
H (-2.523, 0.063, -3.578)  0.092
H (-3.775, 1.211, -3.168)  0.118

Cartesian forces, eV/Å:
N 1.4 -4.1 0.5
C 1.7 -2.1 -0.3
C 3.1 -0.5 2.1
C 2.5 0.5 5.0
C 0.7 -2.0 2.0
C 2.9 2.9 -2.2
H 1.4 1.0 -1.1
H 0.2 0.3 0.4
H 0.0 -0.2 0.7
H -0.6 -0.3 0.5
H 1.1 -1.0 -0.2
N 2.5 2.5 -0.1
C -1.9 -2.6 -1.8
C 0.3 1.9 2.4
C -2.0 -2.3 1.1
C 3.5 3.2 -0.8
C 0.4 0.1 -0.6
H 0.0 0.0 -0.1
H 0.3 0.0 0.1
H 0.4 1.1 -0.2
H 1.1 2.3 0.1
H 0.4 1.0 0.3
N -0.4 1.7 -0.7
C 0.0 0.2 2.5
C 0.0 0.7 1.1
C -0.7 -3.0 1.2
C 0.3 -1.1 -2.0
C 1.5 0.0 -2.6
H 0.1 0.0 0.0
H -0.4 -0.3 -0.5
H -0.3 0.2 -0.2
H 0.5 -3.1 -0.9
H -0.1 -0.5 -0.1
N -2.7 3.4 0.4
C -4.0 0.3 0.0
C 0.4 0.0 -2.6
C -0.6 -2.3 -10.1
C 2.4 -1.5 1.2
C 4.6 4.6 5.1
H -3.7 1.5 -1.3
H -2.6 1.7 -2.1
H -1.3 1.4 -4.8
H 1.0 -1.7 1.4
H 3.7 1.1 -0.6
C 0.4 0.6 -0.2
N -5.4 -0.4 2.8
O -1.6 -1.6 2.1
O -0.6 1.2 1.1
H -0.3 -0.1 -0.6
H -0.6 -0.5 1.1
H -0.6 0.5 0.7
C 0.9 0.0 0.6
N 2.2 -1.3 2.6
O -1.0 2.2 0.1
O 0.3 1.7 12.8
H -1.2 0.5 1.4
H 0.3 0.5 -0.2
H -0.6 0.5 -0.3
C 1.1 -3.2 -0.4
N 0.6 1.4 -2.1
O 0.9 -1.9 -3.5
O -1.3 0.9 2.2
H 1.6 -1.1 -0.4
H 0.2 -0.1 -0.1
H 0.3 0.2 -0.3
C -1.1 -0.6 0.6
N 0.9 -0.8 0.7
O -1.8 -1.5 -0.4
O 1.9 -0.9 1.7
H -1.7 1.2 0.0
H 0.1 -0.9 0.6
H -0.5 0.2 0.0
C 0.3 0.0 -0.6
N -0.3 2.7 -0.6
O 0.0 -2.1 1.3
O 3.3 2.6 -7.0
H -0.2 -0.1 0.1
H 0.1 0.7 -0.4
H -0.1 0.0 0.1
C 1.1 -0.3 -0.6
N -4.2 0.4 -1.3
O 0.1 -4.0 -6.3
O -10.4 -1.1 -0.6
H -0.1 0.1 0.5
H 0.0 -0.2 -0.1
H -0.1 -0.2 0.6

Calculated values
Energy relative to the best compared isomer or geometry (same formula, charge and spin) (kJ/mol): 2984.28
HOMO-LUMO gap (Ha): 0.2500
M (g/mol): 682.6



(2)
ORCA calculation (the ωB97M-V functional and the def2-TZVPD basis) on an isolated molecule of C4H8S2 at a distorted geometry.

Last column: natural (NBO) charge in e.
CARTESIAN COORDINATES (ANGSTROEM)
C (-1.628, -0.436, 0.060)  -0.379
C (-0.313, -0.368, 0.195)  -0.048
C (0.734, -1.327, -0.221)  -0.517
S (1.230, -1.241, -2.040)  -0.040
C (0.273, 0.824, 0.871)  -0.526
S (-0.692, 2.408, 0.988)  -0.028
H (-2.105, -1.272, -0.458)  0.201
H (-2.237, 0.425, 0.336)  0.217
H (1.617, -1.120, 0.365)  0.216
H (0.390, -2.349, -0.001)  0.240
H (1.250, 0.086, -2.063)  0.113
H (0.628, 0.498, 1.848)  0.228
H (1.136, 1.140, 0.311)  0.213
H (-0.282, 2.732, -0.190)  0.111

Cartesian forces, eV/Å:
C -0.3 -0.6 -0.9
C -1.0 1.1 0.1
C -0.2 -0.9 -0.6
S -0.4 -0.4 1.1
C 0.2 0.9 0.2
S 0.0 -1.2 1.4
H 0.1 0.2 0.3
H 0.1 -0.4 0.1
H 0.4 -0.2 0.1
H 0.3 0.2 -0.4
H 0.0 0.4 -0.1
H 0.0 0.4 0.2
H 0.6 0.0 -0.1
H 0.2 0.7 -1.4

Calculated values
Energy relative to the best compared isomer or geometry (same formula, charge and spin) (kJ/mol): 127.90
HOMO-LUMO gap (Ha): 0.3617
M (g/mol): 120.2
SMILES string: C=C(CS)CS



(3)
ORCA calculation (the ωB97M-V functional and the def2-TZVPD basis) on a structure of composition C27H44N5O6PtSSi2.

Last column: Löwdin charge in e.
CARTESIAN COORDINATES (ANGSTROEM)
Pt (0.358, 0.308, 0.127)  1.044
O (3.415, 0.387, 6.298)  -0.043
C (2.301, 1.221, 6.082)  -0.199
C (1.945, 1.190, 4.623)  -0.154
C (0.984, 2.052, 4.108)  0.013
C (0.660, 1.977, 2.771)  -0.094
N (1.250, 1.119, 1.930)  -0.025
C (2.169, 0.270, 2.422)  -0.188
C (2.538, 0.285, 3.758)  0.071
C (2.726, -0.690, 1.442)  -0.180
C (3.925, -1.341, 1.665)  0.068
C (4.474, -2.142, 0.675)  -0.151
C (5.755, -2.904, 0.909)  -0.196
O (6.424, -2.506, 2.084)  -0.039
C (3.805, -2.217, -0.536)  0.019
C (2.608, -1.553, -0.699)  -0.086
N (2.038, -0.838, 0.279)  -0.064
H (3.602, 0.338, 7.240)  0.105
H (2.509, 2.257, 6.371)  0.137
H (1.429, 0.885, 6.656)  0.141
H (0.479, 2.771, 4.740)  0.130
H (-0.098, 2.619, 2.343)  0.110
H (3.264, -0.417, 4.139)  0.123
H (4.457, -1.214, 2.596)  0.124
H (6.393, -2.827, 0.025)  0.136
H (5.500, -3.960, 1.026)  0.142
H (7.078, -1.834, 1.874)  0.104
H (4.208, -2.784, -1.365)  0.132
H (2.083, -1.586, -1.638)  0.107
C (-0.109, -3.076, 1.296)  -0.182
Si (-1.389, -2.200, 0.227)  0.395
C (-2.494, -1.191, 1.379)  -0.183
C (-2.492, -3.531, -0.515)  -0.174
C (-0.586, -1.135, -1.110)  -0.495
Si (-1.642, -0.720, -2.613)  0.417
C (-1.562, -2.143, -3.834)  -0.174
C (-0.913, 0.800, -3.457)  -0.176
C (-3.486, -0.483, -2.278)  -0.160
H (-0.611, -3.780, 1.965)  0.037
H (0.457, -2.383, 1.924)  0.009
H (0.604, -3.646, 0.693)  0.033
H (-2.748, -1.795, 2.253)  0.041
H (-3.437, -0.918, 0.897)  0.027
H (-2.014, -0.278, 1.742)  0.004
H (-2.882, -4.185, 0.269)  0.039
H (-1.947, -4.159, -1.224)  0.035
H (-3.347, -3.105, -1.036)  0.015
H (0.230, -1.724, -1.535)  -0.029
H (-0.533, -2.406, -4.090)  0.032
H (-2.068, -1.870, -4.763)  0.040
H (-2.050, -3.037, -3.442)  0.023
H (0.035, 0.545, -3.938)  0.033
H (-0.717, 1.604, -2.744)  -0.008
H (-1.580, 1.185, -4.233)  0.034
H (-3.972, -1.459, -2.282)  0.026
H (-3.969, 0.116, -3.052)  0.043
H (-3.719, -0.047, -1.318)  -0.010
C (0.721, 8.696, -3.538)  -0.107
C (0.348, 7.264, -3.175)  -0.305
S (-1.424, 7.133, -3.030)  0.638
O (-1.992, 7.286, -4.337)  -0.287
O (-1.849, 7.961, -1.931)  -0.293
C (-1.702, 5.435, -2.528)  -0.203
C (-1.505, 5.262, -1.029)  -0.131
N (-1.619, 3.849, -0.639)  0.069
C (-0.573, 3.020, -0.447)  -0.322
N (-1.006, 1.790, -0.120)  -0.070
C (-2.365, 1.841, -0.113)  -0.025
C (-2.752, 3.099, -0.427)  -0.107
N (-4.104, 3.576, -0.528)  -0.321
O (-4.970, 2.786, -0.226)  0.128
O (-4.271, 4.723, -0.897)  0.107
C (0.833, 3.465, -0.647)  0.006
H (1.803, 8.780, -3.625)  0.082
H (0.378, 9.390, -2.772)  0.082
H (0.274, 8.978, -4.490)  0.084
H (0.777, 6.967, -2.216)  0.095
H (0.649, 6.556, -3.948)  0.105
H (-1.048, 4.793, -3.122)  0.111
H (-2.737, 5.234, -2.809)  0.108
H (-2.246, 5.841, -0.487)  0.126
H (-0.521, 5.597, -0.710)  0.116
H (-2.987, 1.013, 0.147)  0.087
H (0.932, 3.987, -1.599)  0.090
H (1.491, 2.601, -0.659)  0.060
H (1.152, 4.139, 0.150)  0.099

Cartesian forces, eV/Å:
Pt 0.3 -0.9 -0.3
O 0.0 0.0 0.0
C 0.0 0.0 0.0
C 0.0 0.0 0.0
C 0.0 0.1 0.0
C 0.2 0.0 -0.1
N -0.3 0.0 0.0
C -0.2 0.0 -0.1
C 0.1 -0.1 -0.1
C 0.1 0.0 -0.2
C -0.1 0.0 0.0
C 0.0 0.0 0.0
C 0.0 0.0 0.0
O 0.0 0.0 0.0
C 0.0 0.0 -0.1
C -0.2 0.0 0.1
N 0.3 0.3 0.5
H 0.0 0.0 0.0
H 0.0 0.0 0.0
H 0.0 0.0 0.0
H 0.0 0.0 0.0
H 0.0 0.0 0.0
H 0.0 0.0 0.0
H 0.0 0.0 0.0
H 0.0 0.0 0.0
H 0.0 0.0 0.0
H 0.0 0.0 0.0
H 0.0 0.0 0.0
H 0.0 0.0 0.0
C 0.0 0.1 0.0
Si -0.2 -0.1 -0.1
C 0.0 0.0 0.0
C 0.2 -0.1 0.0
C -0.1 0.7 0.5
Si 0.0 0.1 -0.1
C 0.2 0.0 0.0
C -0.1 0.0 0.0
C 0.2 -0.2 0.0
H 0.0 0.0 0.0
H 0.0 0.0 0.0
H 0.0 0.0 0.0
H 0.0 0.0 0.0
H 0.0 0.0 0.0
H 0.0 -0.1 0.1
H 0.0 0.0 0.0
H 0.0 0.0 0.0
H 0.0 0.0 0.0
H 0.0 -0.2 -0.1
H 0.0 0.0 0.0
H 0.0 0.0 0.0
H 0.0 0.0 0.0
H 0.0 0.0 0.0
H 0.0 0.0 0.0
H 0.0 0.0 0.0
H 0.0 0.0 -0.1
H 0.1 0.0 0.0
H -0.1 0.2 0.2
C 0.0 0.0 0.0
C 0.0 0.0 0.0
S 0.0 0.0 0.0
O 0.0 0.0 0.0
O 0.0 0.0 0.0
C 0.0 0.0 0.0
C 0.0 0.0 0.0
N 0.0 0.0 0.0
C -0.2 0.1 -0.2
N 0.1 0.6 -0.2
C -0.1 -0.1 0.3
C 0.0 0.0 -0.1
N 0.0 0.0 0.1
O 0.0 0.0 -0.1
O 0.0 0.0 0.0
C 0.0 -0.1 0.0
H 0.0 0.0 0.0
H 0.0 0.0 0.0
H 0.0 0.0 0.0
H 0.0 0.0 0.0
H 0.0 0.0 0.0
H 0.0 0.0 0.0
H 0.0 0.0 0.0
H 0.0 0.0 0.0
H 0.0 0.0 0.0
H 0.0 -0.1 0.1
H 0.0 0.0 0.0
H 0.0 0.0 0.0
H 0.0 0.0 0.0

Calculated values
Energy relative to the best compared isomer or geometry (same formula, charge and spin) (kJ/mol): 0.00
HOMO-LUMO gap (Ha): 0.2876
M (g/mol): 818.0
Net charge: +1



In a.u., the total energy values for the records above are, in order, -2462.23923 -953.53792 -2876.75395.
In eV, the HOMO values for the records above are, in order, -8.22 -9.19 -11.29.